Record 1
This record from OMol25 describes a cluster of 8 separate species, C34H49F21O17 in total in a non-equilibrium geometry. The level of theory is the ωB97M-V functional and the def2-TZVPD basis.

Last column: Mulliken charge in e.
CARTESIAN COORDINATES (ANGSTROEM)
F -9.92142 -5.47030 3.19646  -0.241
F -1.80458 -6.94676 4.82095  -0.236
F -1.84682 4.49081 -5.13125  -0.239
F 4.09969 10.51026 -5.48538  -0.249
F -1.25854 -9.11118 4.74842  -0.234
F 7.01939 -2.39519 -3.52277  -0.254
F -1.80445 0.63506 1.32791  -0.227
F -3.48493 0.26003 0.03967  -0.258
F -3.69293 5.34363 -4.33284  -0.262
F 3.73512 8.71510 -4.16726  -0.218
F -2.25112 -1.42476 0.91719  -0.224
F -8.51782 -6.99205 2.57151  -0.242
F 9.23208 -1.98735 3.09985  -0.240
F 3.00841 8.79655 -6.25936  -0.215
F 8.80631 -3.40534 4.70661  -0.235
F 6.47264 -0.94442 -4.90749  -0.238
F -2.87983 3.45479 -3.58222  -0.215
F -7.79446 -5.27855 3.68112  -0.223
F 8.45132 -1.30095 5.06446  -0.230
F -3.30576 -8.53953 4.32234  -0.228
F 7.80687 -2.53078 -5.55150  -0.239
O -0.17626 0.64734 -0.61650  -0.219
O -3.08016 2.06936 9.10414  -0.332
O 6.69830 -3.55885 2.88566  -0.540
O 6.26294 8.46055 -5.00930  -0.322
O -7.83633 -5.71464 0.40162  -0.212
O 8.53157 0.00530 -3.29086  -0.560
O -0.94727 -7.19042 2.28790  -0.216
O -3.95613 2.11158 -5.55819  -0.235
O -2.21167 -9.05953 1.97157  -0.554
O -7.37558 3.93649 4.92278  -0.309
O -5.41841 2.45467 6.37987  -0.219
O -8.67144 -3.84061 1.26780  -0.533
O -1.42360 -0.90002 -1.74963  -0.526
O -4.10756 4.03056 -6.88471  -0.557
O 9.81854 -1.15955 -4.76509  -0.205
O 5.33480 7.97234 -7.03888  -0.533
O 6.00410 -1.74044 3.97517  -0.191
C 4.65667 -1.75572 3.56234  -0.240
C 0.78287 0.71187 -1.62817  -0.150
C -0.73211 -6.98947 0.92007  -0.177
C 4.02149 -0.43785 3.87063  -1.067
C 1.77057 1.85647 -1.34891  -1.196
C -7.19444 2.55600 4.72324  -0.431
C 6.93051 -2.56024 3.55226  0.424
C 8.65771 -0.90233 -4.14631  0.384
C 10.85045 -0.26691 -4.67363  -0.230
C -2.01095 -8.15708 4.17395  0.859
C -7.77009 4.63304 3.69464  -0.710
C -8.37301 -5.01468 1.37434  0.375
C -4.83369 1.81277 7.48221  -0.615
C -1.72093 2.39044 9.33303  -0.687
C -6.70045 1.95526 6.04746  -0.599
C -5.97137 1.07309 -6.28671  -1.148
C -1.71857 -8.15841 2.68035  0.360
C 5.25517 8.46289 -5.89241  0.319
C 0.48941 -6.10536 0.78190  -1.170
C -4.54120 1.31886 -6.62900  -0.171
C -6.57009 -6.00146 -1.56397  -1.083
C 8.35862 -2.27857 4.11679  0.792
C 3.94342 9.14700 -5.39221  0.914
C 12.02747 -0.74608 -5.57863  -1.075
C 7.43140 7.77904 -5.27023  -0.275
C -2.20571 -0.18160 0.41809  0.855
C -1.25719 -0.16672 -0.80286  0.355
C 7.46431 -1.70704 -4.58032  0.862
C -8.64362 -5.68980 2.77303  0.836
C 7.32186 6.24514 -5.59220  -1.068
C -3.02684 4.17232 -4.65073  0.822
C -7.32870 -4.98674 -0.72959  -0.267
C -3.80125 3.42080 -5.80485  0.400
C -3.53074 2.45851 7.80164  -0.353
H 0.38013 -5.25908 1.46011  0.316
H 7.86506 8.19220 -6.18090  0.299
H -1.59626 -6.49364 0.47794  0.278
H 3.54688 -0.47822 4.85105  0.285
H 12.60843 0.15257 -5.78605  0.342
H 10.54767 0.72427 -5.01124  0.309
H -8.20959 -4.75307 -1.32753  0.238
H -7.36995 2.34414 6.81469  0.289
H -1.45404 3.32005 8.83034  0.315
H -8.82969 4.52433 3.46325  0.274
H -7.60194 5.70530 3.79507  0.242
H -6.40987 0.15968 -6.68858  0.383
H -3.99409 0.37999 -6.54358  0.283
H 4.53398 -1.86550 2.48485  0.281
H -6.10723 0.90911 -5.21772  0.317
H 0.37655 0.89720 -2.62248  0.296
H -1.61615 2.50424 10.41199  0.242
H -8.03838 2.00253 4.31149  0.403
H 11.15477 -0.32097 -3.62837  0.290
H 0.55358 -5.75930 -0.24971  0.378
H -0.56645 -7.87788 0.31065  0.309
H 4.72814 0.37775 3.71721  0.320
H -6.58915 1.93572 -6.53636  0.305
H 1.25418 2.81623 -1.33164  0.317
H 6.67889 5.74196 -4.87006  0.297
H 11.68374 -1.18679 -6.51444  0.320
H 1.43199 -6.60345 1.00895  0.314
H 2.52844 1.97529 -2.12326  0.380
H 8.16346 7.99396 -4.49178  0.382
H 4.23329 -2.62746 4.06125  0.300
H -5.92049 -6.67298 -1.00257  0.314
H -6.77197 -4.06483 -0.56153  0.373
H -1.03599 1.60935 9.00309  0.261
H -7.22755 -6.45387 -2.30638  0.301
H -6.76938 0.86777 6.02069  0.411
H -4.37308 1.63940 -7.65714  0.318
H 12.66334 -1.45297 -5.04566  0.292
H 3.15464 -0.23528 3.24164  0.341
H -2.87995 2.17227 6.97542  0.273
H -7.13118 4.27578 2.88701  0.306
H 8.34264 5.86309 -5.57989  0.367
H -3.63738 3.54323 7.81268  0.327
H -5.43582 1.72780 8.38682  0.368
H -6.38080 2.53304 3.99828  0.270
H 2.20785 1.76860 -0.35434  0.298
H 1.31944 -0.23548 -1.68044  0.301
H -4.61744 0.77534 7.22709  0.273
H 6.94356 6.07925 -6.60090  0.303
H -5.88266 -5.46089 -2.21459  0.364

- HOMO-LUMO gap (eV) = 9.5
- HOMO energy (eV) = -9.6
- total energy (eV) = -127924.0475
- structure (SMILES) = CCOC(=O)C(F)(F)F.CCOC(=O)C(F)(F)F.CCOC(=O)C(F)(F)F.CCOC(=O)C(F)(F)F.CCOC(=O)C(F)(F)F.CCOC(=O)C(F)(F)F.CCOC(=O)C(F)(F)F.COCCOCCOC

***

Record 2
This record from OMol25 describes a cluster of 2 separate species, CH7N4P2 in total in a non-equilibrium geometry. The level of theory is the ωB97M-V functional and the def2-TZVPD basis.

Last column: natural (NBO) charge in e.
CARTESIAN COORDINATES (ANGSTROEM)
P 4.07006 -0.01226 -0.06548  0.588
P 0.85639 0.17484 -0.38957  1.255
N -0.02641 0.19748 0.89983  -0.883
N -2.90580 0.43052 1.01262  -0.755
N 2.29560 0.18202 0.33625  -1.227
N -2.10121 -0.39156 -0.98881  -0.783
C -1.92746 0.09217 0.18964  0.688
H -3.80749 0.36889 0.64023  0.420
H 2.16904 0.03077 1.32761  0.427
H -2.65199 0.64544 2.02275  0.470
H -1.31854 -0.58629 -1.71105  0.447
H 4.01981 0.83765 -1.07355  -0.047
H 4.24549 -1.16379 -0.82851  -0.027
H -2.91749 -0.80587 -1.37198  0.428

- HOMO-LUMO gap (eV) = 8.9
- HOMO energy (eV) = -13.2
- charge = +1
- total energy (eV) = -25679.1188

***

Record 3
This record from OMol25 describes a cluster of 2 separate species, C5H11NO in total. The level of theory is the ωB97M-V functional and the def2-TZVPD basis.

Last column: natural (NBO) charge in e.
CARTESIAN COORDINATES (ANGSTROEM)
O -0.21897 -0.71278 2.49430  -0.943
N -0.65438 0.12216 -0.08164  -0.456
C 0.64485 1.49489 1.43489  -0.408
C 0.29084 -0.19969 -1.13512  -0.066
C -1.10693 0.18520 -1.45817  -0.244
C -0.41261 1.32254 0.63520  -0.079
C 0.79486 -1.61123 -1.22615  -0.620
H 1.26946 -1.77736 -2.19798  0.218
H -1.09211 2.14549 0.45785  0.199
H 0.63968 2.28247 2.18023  0.210
H 1.52835 0.86522 1.39531  0.207
H 1.53078 -1.80359 -0.43736  0.218
H -0.30003 -1.19608 1.65963  0.474
H 1.03233 0.58425 -1.28357  0.202
H -1.81340 -0.58850 -1.76093  0.203
H -0.81124 0.04043 2.31001  0.473
H -1.29381 1.17137 -1.87499  0.197
H -0.02769 -2.32477 -1.11151  0.215

- HOMO-LUMO gap (eV) = 9.7
- HOMO energy (eV) = -8.6
- total energy (eV) = -8898.6770
- structure (SMILES) = C=CN1C[C@@H]1C.O

***

Record 4
This record from OMol25 describes the molecule C3H8F2NO2PS2 in a non-equilibrium geometry. The level of theory is the ωB97M-V functional and the def2-TZVPD basis.

Last column: natural (NBO) charge in e.
CARTESIAN COORDINATES (ANGSTROEM)
S 1.33541 -2.71644 -1.36342  -0.512
S -2.53710 -0.28684 -0.26239  2.221
P -0.30875 -1.67851 -1.58327  0.935
F 3.46140 1.31905 1.80544  -0.389
F -3.17000 -0.13249 1.35042  -0.452
O -2.65835 1.08639 -0.97734  -0.816
O -3.41791 -1.28444 -1.10626  -0.809
N -0.86020 -0.84817 -0.10195  -0.870
C -0.06210 0.40764 0.19285  -0.285
C 2.17874 1.57233 1.05016  0.036
C 1.27393 0.16801 1.12100  -0.454
H 0.88935 0.11110 2.24363  0.229
H 0.20465 0.99759 -0.80966  0.220
H 1.93958 -0.74026 0.80305  0.267
H -1.35039 -2.63903 -1.94411  0.049
H 1.62526 2.48616 1.55219  0.185
H -0.78044 1.11335 0.83446  0.249
H -0.13771 -0.81772 -2.73192  0.014
H 2.37461 1.88229 -0.07286  0.181

- HOMO-LUMO gap (eV) = 7.8
- HOMO energy (eV) = -9.6
- total energy (eV) = -45215.5385
- structure (SMILES) = O=S(=O)(F)N(CCCF)[PH2]=S

***

Which formula does entry 1 have? C34H49F21O17